(A)
This record from the OMol25 dataset describes C21H16BrCrF6N7O5S3 as an isolated structure. The level of theory is the ωB97M-V functional and the def2-TZVPD basis.

## Properties
Multiplicity: 4
Net charge: +1
HOMO-LUMO gap (spin up / spin down): 0.26005 / 0.25925 Eh
⟨S²⟩: 3.781

Last column: natural (NBO) charge in e.
Positions of all 60 atoms, in Å:
Cr 0.393 0.590 0.275  1.263
Br 0.885 -0.679 -6.815  0.099
C 1.077 -0.123 -5.024  -0.123
C 2.351 -0.075 -4.448  -0.159
C 2.517 0.319 -3.141  -0.209
C 1.412 0.654 -2.351  0.354
O 1.606 1.010 -1.083  -0.731
C 0.130 0.619 -2.944  -0.245
C -1.017 1.088 -2.230  0.282
N -1.044 1.196 -0.945  -0.515
C -2.028 1.929 -0.246  0.076
C -3.356 2.031 -0.535  -0.129
C -4.168 2.884 0.248  -0.188
C -3.647 3.613 1.280  -0.162
C -2.275 3.498 1.613  -0.095
C -1.641 4.197 2.664  -0.075
C -0.310 3.994 2.909  -0.257
C 0.394 3.059 2.136  0.111
N -0.158 2.392 1.146  -0.475
C -1.479 2.628 0.856  0.220
C -0.020 0.238 -4.290  -0.141
H 3.212 -0.355 -5.039  0.241
H 3.502 0.354 -2.695  0.224
H -1.878 1.425 -2.803  0.225
H -3.788 1.457 -1.346  0.244
H -5.221 2.959 0.014  0.239
H -4.277 4.273 1.862  0.233
H -2.215 4.889 3.267  0.239
H 0.205 4.520 3.699  0.245
H 1.433 2.848 2.354  0.196
H -1.011 0.205 -4.724  0.242
C 4.505 -1.181 3.033  -0.671
C 3.048 -1.247 3.287  0.369
N 2.457 -1.911 4.221  -0.217
N 1.121 -1.684 4.030  -0.355
C 0.855 -0.890 2.993  0.247
S -0.623 -0.383 2.379  -0.051
N 2.097 -0.590 2.519  -0.236
N 2.272 0.188 1.377  -0.614
H 5.015 -1.767 3.793  0.276
H 4.871 -0.155 3.080  0.238
H 4.748 -1.594 2.053  0.247
H 0.443 -2.130 4.627  0.445
H 2.896 0.969 1.564  0.404
H 2.662 -0.378 0.622  0.429
F -4.413 -3.089 -1.083  -0.298
C -3.167 -3.417 -1.406  0.738
F -3.148 -3.958 -2.613  -0.292
F -2.700 -4.292 -0.521  -0.306
S -2.145 -1.883 -1.370  2.249
O -2.145 -1.431 -0.005  -0.936
O -2.712 -1.031 -2.373  -0.929
N -0.735 -2.431 -1.868  -1.213
S 0.593 -2.493 -1.091  2.283
O 1.708 -2.729 -1.942  -0.879
O 0.785 -1.392 -0.115  -0.992
C 0.532 -3.929 0.070  0.736
F 0.258 -5.034 -0.597  -0.287
F 1.725 -4.045 0.660  -0.312
F -0.386 -3.730 1.010  -0.302



(B)
This record from the OMol25 dataset describes C21H16BrCrF6N7O5S3 as an isolated structure. The level of theory is the ωB97M-V functional and the def2-TZVPD basis.

## Properties
Multiplicity: 4
Net charge: +1
HOMO-LUMO gap (spin up / spin down): 0.25617 / 0.25538 Eh
⟨S²⟩: 3.782

Last column: natural (NBO) charge in e.
Positions of all 60 atoms, in Å:
Cr 0.173 0.393 -0.016  1.283
Br -2.305 -6.306 -1.275  0.100
C -1.920 -4.562 -0.671  -0.126
C -2.969 -3.710 -0.308  -0.146
C -2.718 -2.433 0.135  -0.242
C -1.405 -1.952 0.207  0.352
O -1.195 -0.711 0.630  -0.730
C -0.351 -2.817 -0.156  -0.185
C 1.011 -2.414 0.004  0.251
N 1.369 -1.182 0.151  -0.506
C 2.657 -0.803 0.585  0.100
C 3.846 -1.419 0.328  -0.172
C 5.025 -0.922 0.931  -0.173
C 4.998 0.157 1.769  -0.163
C 3.775 0.827 2.027  -0.089
C 3.638 1.957 2.862  -0.074
C 2.409 2.535 3.026  -0.257
C 1.310 2.018 2.324  0.112
N 1.396 0.963 1.543  -0.477
C 2.613 0.346 1.409  0.220
C -0.624 -4.129 -0.583  -0.153
H -3.989 -4.061 -0.383  0.241
H -3.529 -1.774 0.410  0.230
H 1.771 -3.189 0.070  0.219
H 3.893 -2.270 -0.339  0.246
H 5.963 -1.417 0.723  0.240
H 5.905 0.518 2.233  0.234
H 4.509 2.358 3.365  0.240
H 2.271 3.398 3.660  0.246
H 0.342 2.495 2.404  0.195
H 0.195 -4.778 -0.861  0.241
C -3.431 4.270 -0.038  -0.671
C -2.062 4.197 -0.596  0.368
N -1.487 5.079 -1.343  -0.217
N -0.252 4.558 -1.624  -0.355
C -0.036 3.366 -1.065  0.246
S 1.299 2.357 -1.173  -0.059
N -1.198 3.135 -0.385  -0.237
N -1.422 1.941 0.299  -0.619
H -3.872 5.219 -0.328  0.276
H -3.420 4.208 1.051  0.236
H -4.053 3.462 -0.426  0.248
H 0.381 5.057 -2.229  0.446
H -1.751 2.121 1.243  0.404
H -2.113 1.377 -0.200  0.431
F 3.100 -1.448 -5.050  -0.299
C 1.782 -1.290 -4.997  0.733
F 1.198 -2.164 -5.801  -0.292
F 1.477 -0.058 -5.391  -0.308
S 1.241 -1.544 -3.254  2.248
O 1.784 -0.434 -2.516  -0.948
O 1.675 -2.868 -2.921  -0.915
N -0.344 -1.522 -3.381  -1.207
S -1.342 -0.415 -2.962  2.274
O -2.675 -0.909 -2.912  -0.881
O -0.940 0.413 -1.799  -0.996
C -1.360 0.881 -4.286  0.736
F -1.385 0.308 -5.476  -0.289
F -2.450 1.628 -4.127  -0.307
F -0.293 1.667 -4.190  -0.306



What should be chosen as the most stable of them? Choose (A).